A molecular structure, C12H14ClN5O13SV in a non-equilibrium geometry, computed with ωB97M-V with the def2-TZVPD basis set.

- Kohn-Sham gap (alpha / beta): 5.0 / 8.7 eV
- Spin multiplicity: 4
- HOMO (alpha / beta): -0.4 / -4.1 eV
- Calculated total energy: -3520.0737 Ha
- Energy relative to the best compared isomer or geometry (same formula, charge and spin): 25.9 kcal per mole
- Total charge: -2

The geometry in XYZ format:
```
47
Properties=species:S:1:pos:R:3:forces:R:3:mulliken_spin:R:1
V -0.277 0.303 0.647 -0.1 -1.6 -0.8 2.20
C -2.751 3.283 0.397 0.0 -0.2 0.1 0.00
C -2.610 2.184 -0.585 0.0 0.0 -0.1 0.01
N -1.721 1.209 -0.572 -0.7 0.4 -0.4 -0.03
C -1.972 0.416 -1.653 -0.2 0.2 0.0 0.03
C -3.033 0.911 -2.354 0.3 -0.1 0.3 0.00
N -3.418 2.032 -1.659 0.0 -0.1 -0.1 0.00
C -3.688 0.474 -3.587 -0.1 -0.3 -0.5 0.00
O -3.181 -0.602 -4.149 -0.5 0.4 -0.2 0.00
O -4.633 1.085 -4.050 -0.1 0.1 0.1 0.00
C -1.047 -0.715 -1.883 0.3 -0.1 -0.3 -0.03
O -1.218 -1.442 -2.885 0.2 0.0 0.2 0.01
O -0.109 -0.782 -1.044 -0.2 -0.3 -1.0 -0.03
H -1.797 3.465 0.892 0.0 0.1 0.0 0.00
H -3.470 2.988 1.165 0.0 0.0 0.0 0.00
H -3.096 4.193 -0.097 0.0 0.0 0.0 0.00
H -4.199 2.602 -1.934 0.0 0.1 0.0 0.00
H -2.361 -0.954 -3.636 0.2 -0.3 0.1 0.00
O 1.816 2.122 2.573 -0.2 -0.1 0.0 0.00
S 0.621 2.336 1.788 1.4 2.4 0.9 0.00
O 0.110 3.694 1.856 -0.2 -0.2 0.0 0.00
O -0.463 1.344 2.172 -0.6 0.6 1.0 -0.01
O 0.857 1.944 0.341 0.0 -0.1 -0.1 0.01
O -1.923 -0.797 3.260 0.3 0.2 0.2 0.00
Cl -2.665 -0.825 2.047 -1.9 -1.2 1.1 0.00
O -3.715 -1.809 2.143 0.2 0.0 -0.2 0.00
O -3.245 0.444 1.736 0.1 0.5 -0.1 0.00
O -1.778 -1.238 0.952 0.6 0.3 -0.3 0.00
N 5.742 -3.119 0.757 0.1 0.0 -0.1 0.02
C 4.532 -3.530 1.301 -0.2 0.1 0.1 0.04
O 4.448 -4.672 1.762 0.0 0.0 0.0 0.10
C 3.434 -2.581 1.258 0.1 -0.1 0.0 0.22
C 3.545 -1.231 0.835 -0.2 0.0 0.0 0.00
C 2.456 -0.409 0.858 0.5 -0.1 -0.1 0.11
N 1.206 -0.806 1.236 0.7 -0.5 0.2 0.09
C 1.096 -2.104 1.659 0.1 -0.4 0.0 0.16
C 2.143 -2.978 1.682 -0.1 0.1 0.0 -0.02
H 6.523 -3.710 0.976 0.0 0.0 0.1 0.00
H 5.929 -2.142 0.625 0.0 0.0 0.0 0.00
H 4.480 -0.806 0.492 0.0 0.0 0.0 0.02
H 2.543 0.623 0.564 0.1 0.0 0.0 0.04
H 0.108 -2.417 1.967 0.0 0.0 0.0 0.02
H 2.003 -3.997 2.015 -0.1 0.0 0.0 0.01
N 1.411 1.641 -2.632 0.1 0.0 0.0 0.00
H 0.477 1.797 -2.997 0.0 0.0 0.0 0.00
H 1.515 0.633 -2.582 0.0 0.0 0.0 0.00
H 1.378 1.944 -1.658 0.0 0.0 -0.1 0.00
```
Forces are in eV/Å.